C5H11NO | the ωB97M-V functional and the def2-TZVPD basis

Structure (XYZ):
```
18
Properties=species:S:1:pos:R:3:lowdin_charge:R:1
N 2.954 0.816 -1.319 -0.07
C 2.266 0.975 -0.097 -0.34
C 0.933 0.505 -0.036 -0.27
C -0.024 1.105 0.944 -0.26
C -0.500 0.355 1.956 -0.27
C -1.375 0.891 3.055 -0.19
H 3.804 1.357 -1.440 0.02
H 2.327 0.976 -2.101 0.03
H 2.665 1.368 0.835 0.04
H 0.462 -0.383 -0.459 0.03
H -0.538 2.040 0.736 0.06
H -0.086 -0.621 2.198 0.06
H -1.206 0.432 4.044 0.05
H -1.012 1.924 3.241 0.05
H -2.446 0.884 2.810 0.04
H -2.702 -4.806 -5.274 0.03
H -3.143 -3.631 -4.489 0.02
O -2.380 -4.188 -4.604 -0.05
```

Output
Net charge = -1
Gap between HOMO and LUMO (spin up / spin down) = 1.7 / 4.7 eV
Spin multiplicity = 2



C18H10F5NOPtSe2Te2 | the ωB97M-V functional and the def2-TZVPD basis

Structure (XYZ):
```
40
Properties=species:S:1:pos:R:3:lowdin_charge:R:1
Pt -1.541 -1.244 1.053 0.32
Se -2.580 -1.185 3.287 -0.27
Te -2.637 -3.650 3.869 -0.03
Te -3.072 -4.740 1.367 0.02
Se -3.071 -2.644 -0.026 -0.16
F -0.621 6.418 0.113 0.05
C -1.159 5.175 0.205 -0.18
C -0.561 4.192 0.981 -0.18
F 0.573 4.488 1.638 0.08
C -1.112 2.941 1.086 -0.16
F -0.485 2.031 1.848 0.07
C -2.328 2.535 0.414 -0.38
O -2.813 1.388 0.498 -0.09
C -2.893 3.605 -0.371 -0.15
F -4.032 3.369 -1.062 0.06
C -2.336 4.854 -0.467 -0.18
F -2.932 5.799 -1.219 0.07
C 2.954 -4.020 1.725 -0.14
C 3.345 -2.741 1.363 -0.12
C 2.459 -1.869 0.768 -0.06
C 1.133 -2.263 0.496 -0.31
C 0.747 -3.562 0.883 -0.06
C 1.645 -4.415 1.488 -0.11
N 0.199 -1.390 -0.052 -0.14
C 0.535 -0.584 -1.128 -0.29
C -0.328 0.466 -1.487 -0.04
C -0.050 1.282 -2.563 -0.10
C 1.086 1.086 -3.337 -0.14
C 1.926 0.032 -3.018 -0.13
C 1.662 -0.795 -1.945 -0.06
H 3.653 -4.693 2.209 0.08
H 4.357 -2.405 1.568 0.09
H 2.770 -0.864 0.523 0.11
H -0.278 -3.869 0.725 0.01
H 1.306 -5.399 1.791 0.10
H -1.231 0.622 -0.902 0.07
H -0.734 2.092 -2.786 0.10
H 1.307 1.738 -4.175 0.08
H 2.808 -0.162 -3.620 0.09
H 2.330 -1.618 -1.740 0.09
```

Output
Net charge = -2
Gap between HOMO and LUMO (spin up / spin down) = 5.4 / 5.4 eV



C32H57OSi | the ωB97M-V functional and the def2-TZVPD basis

Structure (XYZ):
```
91
Properties=species:S:1:pos:R:3:lowdin_charge:R:1
C 3.975 0.145 1.848 -0.03
O 2.623 0.537 1.839 -0.03
C 1.774 -0.518 1.875 0.06
C 0.384 -0.344 1.883 -0.19
C -0.531 -1.423 1.897 0.02
C -1.884 -1.184 1.896 0.00
C -2.389 0.117 1.887 -0.22
C -3.856 0.361 1.880 -0.02
C -1.491 1.183 1.876 0.01
C -0.138 0.965 1.873 0.03
H 4.600 1.038 1.855 0.11
H 4.184 -0.446 2.738 0.09
H 4.196 -0.441 0.957 0.11
H 2.189 -1.514 1.901 0.16
H -0.161 -2.434 1.898 0.13
H -2.577 -2.007 1.897 0.13
H -4.081 1.428 1.890 0.09
H -4.317 -0.067 0.989 0.10
H -4.328 -0.085 2.756 0.10
H -1.870 2.190 1.866 0.13
H 0.553 1.789 1.858 0.13
C -4.503 4.420 6.567 -0.12
C -3.754 3.522 7.541 -0.28
C -2.602 2.771 6.870 -0.24
C -1.823 1.859 7.820 -0.22
C -0.643 1.170 7.133 -0.28
C 0.096 0.164 8.025 -0.23
Si -0.013 -1.611 7.402 0.66
C 0.843 -2.715 8.665 -0.24
C 0.249 -2.663 10.077 -0.26
C 1.219 -2.126 11.132 -0.22
C 0.596 -2.003 12.526 -0.23
C 0.059 -3.328 13.074 -0.28
C -0.557 -3.193 14.456 -0.12
C -1.828 -2.102 7.330 -0.25
C -2.018 -3.552 6.927 -0.28
C -3.483 -3.983 6.864 -0.22
C -3.642 -5.435 6.413 -0.24
C -5.097 -5.900 6.328 -0.28
C -5.213 -7.346 5.866 -0.12
C 0.799 -1.783 5.681 -0.32
C 1.941 -2.822 5.662 -0.17
C 3.200 -1.950 5.851 -0.17
C 2.782 -0.571 5.422 -0.10
C 1.460 -0.488 5.305 -0.14
H -5.322 4.960 7.050 0.07
H -3.835 5.163 6.124 0.07
H -4.930 3.839 5.745 0.07
H -3.364 4.117 8.378 0.11
H -4.446 2.800 7.999 0.11
H -2.993 2.179 6.032 0.11
H -1.916 3.496 6.414 0.11
H -1.462 2.439 8.678 0.12
H -2.498 1.103 8.240 0.12
H -1.009 0.654 6.236 0.08
H 0.053 1.931 6.753 0.11
H 1.164 0.387 8.105 0.08
H -0.304 0.163 9.041 0.08
H 0.802 -3.728 8.259 0.07
H 1.892 -2.414 8.666 0.07
H -0.656 -2.045 10.074 0.09
H -0.095 -3.665 10.367 0.10
H 2.100 -2.778 11.179 0.12
H 1.599 -1.148 10.806 0.11
H 1.332 -1.594 13.232 0.11
H -0.218 -1.267 12.501 0.11
H -0.691 -3.734 12.382 0.10
H 0.870 -4.069 13.088 0.11
H -0.942 -4.148 14.824 0.07
H 0.173 -2.829 15.183 0.07
H -1.390 -2.486 14.446 0.07
H -2.254 -1.908 8.317 0.08
H -2.324 -1.427 6.631 0.08
H -1.541 -3.724 5.953 0.10
H -1.476 -4.201 7.627 0.11
H -3.951 -3.844 7.847 0.12
H -4.031 -3.320 6.182 0.11
H -3.161 -5.568 5.436 0.11
H -3.090 -6.093 7.097 0.12
H -5.580 -5.776 7.307 0.11
H -5.652 -5.241 5.647 0.11
H -6.253 -7.677 5.805 0.07
H -4.765 -7.480 4.879 0.07
H -4.693 -8.020 6.551 0.07
H -0.005 -2.033 4.977 0.10
H 1.832 -3.589 6.437 0.09
H 1.973 -3.336 4.693 0.11
H 3.505 -1.939 6.905 0.11
H 4.061 -2.307 5.272 0.11
H 3.463 0.215 5.143 0.10
H 0.934 0.374 4.930 0.10
```

Output
Net charge = +1
Gap between HOMO and LUMO = 5.7 eV



C46H34BClF2N2O2PRu | the ωB97M-V functional and the def2-TZVPD basis

Structure (XYZ):
```
90
Properties=species:S:1:pos:R:3:lowdin_charge:R:1
Ru -1.118 0.377 -0.289 0.79
Cl 1.607 0.258 -0.804 0.81
C 2.152 -1.382 -0.952 -0.62
C 3.476 -1.609 -1.282 -0.09
C 3.937 -2.912 -1.349 -0.07
C 3.080 -3.969 -1.077 -0.07
C 1.748 -3.729 -0.786 -0.06
C 1.257 -2.427 -0.730 -0.37
P -0.514 -2.027 -0.438 1.02
C -0.568 -2.194 1.393 -0.36
C 0.534 -1.834 2.169 -0.09
C 0.489 -1.959 3.548 -0.08
C -0.653 -2.443 4.168 -0.09
C -1.769 -2.762 3.408 -0.08
C -1.735 -2.623 2.029 -0.14
C -1.319 -3.586 -0.972 -0.36
C -1.750 -3.653 -2.296 -0.10
C -2.310 -4.817 -2.798 -0.08
C -2.474 -5.916 -1.969 -0.08
C -2.039 -5.863 -0.652 -0.07
C -1.450 -4.710 -0.158 -0.10
H 4.134 -0.772 -1.476 0.11
H 4.967 -3.102 -1.619 0.11
H 3.456 -4.984 -1.091 0.11
H 1.086 -4.561 -0.596 0.10
H 1.439 -1.472 1.696 0.10
H 1.349 -1.672 4.139 0.11
H -0.679 -2.564 5.244 0.10
H -2.672 -3.117 3.889 0.11
H -2.614 -2.858 1.443 0.10
H -1.638 -2.783 -2.934 0.10
H -2.618 -4.868 -3.834 0.11
H -2.934 -6.819 -2.350 0.11
H -2.151 -6.723 -0.006 0.11
H -1.088 -4.691 0.859 0.10
O 2.007 2.789 6.695 0.12
C 2.167 2.812 5.351 -0.48
O 3.189 3.251 4.897 0.12
C 1.063 2.287 4.513 -0.13
C -0.088 1.661 4.995 -0.02
C -1.059 1.180 4.142 -0.01
C -0.918 1.294 2.749 -0.25
C 0.234 1.958 2.274 0.00
C 1.197 2.429 3.128 0.01
N -1.800 0.770 1.827 0.01
C -2.988 0.288 2.136 -0.10
C -3.760 -0.335 1.142 -0.27
C -5.007 -0.945 1.408 -0.01
C -5.678 -1.592 0.405 -0.06
C -5.123 -1.633 -0.884 -0.04
C -3.907 -1.018 -1.086 -0.14
N -3.236 -0.398 -0.116 0.00
H 1.138 2.459 6.943 0.08
H -0.238 1.517 6.060 0.11
H -1.924 0.680 4.557 0.10
H 0.323 2.113 1.206 0.07
H 2.077 2.928 2.747 0.11
H -3.385 0.365 3.144 0.12
H -5.409 -0.906 2.412 0.12
H -6.623 -2.081 0.601 0.11
H -5.621 -2.132 -1.701 0.11
H -3.435 -1.021 -2.061 0.11
C -1.133 2.342 -1.402 -0.04
C 0.001 2.764 -1.762 -0.11
C 1.188 3.150 -2.258 -0.21
C 1.362 3.102 -3.724 -0.18
C 2.237 3.984 -4.367 -0.04
C 2.380 3.961 -5.745 -0.09
C 1.662 3.055 -6.512 -0.11
C 0.773 2.189 -5.889 -0.09
C 0.620 2.215 -4.514 -0.03
C 2.286 3.549 -1.362 -0.22
C 3.599 3.157 -1.652 -0.06
C 4.630 3.423 -0.769 -0.09
C 4.385 4.108 0.414 -0.10
C 3.094 4.527 0.702 -0.10
C 2.055 4.243 -0.172 -0.04
H 2.785 4.710 -3.782 0.11
H 3.051 4.664 -6.222 0.10
H 1.793 3.026 -7.586 0.09
H 0.195 1.489 -6.479 0.10
H -0.074 1.540 -4.030 0.10
H 3.803 2.605 -2.561 0.11
H 5.630 3.076 -1.000 0.10
H 5.194 4.306 1.105 0.10
H 2.899 5.069 1.620 0.10
H 1.048 4.572 0.060 0.12
F -3.145 2.824 0.033 0.17
B -2.615 2.379 -1.116 -0.82
F -3.520 2.019 -2.040 0.17
```

Output
Net charge = 0
Gap between HOMO and LUMO (spin up / spin down) = 5.0 / 4.7 eV
Spin multiplicity = 2



C19H38BrFN3O6S | the ωB97M-V functional and the def2-TZVPD basis

Structure (XYZ):
```
69
Properties=species:S:1:pos:R:3:lowdin_charge:R:1
C 2.517 -2.778 0.494 -0.08
C 2.489 -1.248 0.273 -0.22
C 2.276 -0.942 -1.213 -0.17
N 1.999 0.468 -1.525 0.05
N 0.907 0.999 -0.852 -0.03
C 0.997 1.998 0.087 -0.66
Br 2.581 2.774 0.656 0.95
C -0.260 2.286 0.520 -0.62
S -0.746 3.514 1.653 0.90
N -1.109 1.422 -0.182 0.04
C -2.554 1.552 0.040 -0.01
C -3.460 0.601 -0.713 -0.45
O -3.727 0.680 -1.863 0.20
F -4.019 -0.318 0.067 0.15
C -0.377 0.660 -1.007 -0.14
C -0.845 -0.391 -1.955 0.04
C -1.031 -1.733 -1.249 -0.47
O -0.702 -2.756 -1.765 0.17
O -1.580 -1.674 -0.003 0.10
H 2.071 -3.066 1.444 0.07
H 3.535 -3.157 0.455 0.08
H 1.962 -3.293 -0.295 0.07
H 3.469 -0.870 0.566 0.11
H 1.729 -0.782 0.907 0.09
H 1.518 -1.597 -1.636 0.09
H 3.195 -1.177 -1.751 0.14
H 2.800 1.064 -1.369 0.09
H -0.687 2.810 2.800 -0.09
H -2.769 1.487 1.104 0.14
H -2.839 2.557 -0.274 0.14
H -1.735 -0.082 -2.500 0.13
H -0.064 -0.548 -2.696 0.14
H -0.961 -1.994 0.668 0.14
C -4.066 -5.404 -1.223 -0.06
C -2.988 -6.395 -1.636 -0.50
C -2.299 -7.007 -0.427 -0.06
O -2.032 -5.760 -2.483 -0.05
H -3.623 -4.579 -0.654 0.07
H -4.549 -4.977 -2.102 0.08
H -4.827 -5.878 -0.603 0.08
H -3.434 -7.186 -2.239 0.14
H -1.808 -6.228 0.165 0.07
H -1.532 -7.715 -0.741 0.08
H -3.011 -7.528 0.215 0.08
H -1.619 -5.051 -1.979 0.05
C -1.603 4.808 -2.947 -0.05
C -0.605 5.831 -2.427 -0.48
C 0.816 5.492 -2.848 -0.05
O -0.691 5.918 -1.004 -0.06
H -1.370 3.814 -2.541 0.06
H -2.616 5.065 -2.635 0.08
H -1.582 4.744 -4.035 0.09
H -0.870 6.821 -2.799 0.15
H 1.109 4.517 -2.440 0.07
H 1.516 6.233 -2.464 0.09
H 0.911 5.452 -3.933 0.09
H -0.462 5.051 -0.657 0.02
C 2.056 0.320 4.649 -0.06
C 3.504 0.788 4.681 -0.49
C 3.622 2.214 5.194 -0.05
O 4.082 0.678 3.379 -0.07
H 1.471 0.955 3.974 0.06
H 1.993 -0.705 4.280 0.08
H 1.601 0.361 5.639 0.08
H 4.086 0.122 5.318 0.14
H 3.078 2.901 4.537 0.08
H 4.665 2.530 5.208 0.08
H 3.216 2.310 6.201 0.09
H 3.581 1.258 2.798 0.00
```

Output
Net charge = +1
Gap between HOMO and LUMO = 8.4 eV



C6H19N2O2PTl | the ωB97M-V functional and the def2-TZVPD basis

Structure (XYZ):
```
31
Properties=species:S:1:pos:R:3:lowdin_charge:R:1
Tl -1.286 -1.352 0.447 0.68
H 2.460 1.806 1.444 0.02
H 2.207 2.204 0.854 0.00
P -1.458 1.723 -1.728 0.81
C -0.893 1.330 -3.383 -0.21
H -1.439 2.048 -4.027 0.08
H 0.184 1.552 -3.485 0.07
H -1.151 0.304 -3.700 0.08
C -3.245 1.599 -1.609 -0.23
H -3.582 1.882 -0.597 0.08
H -3.619 2.324 -2.331 0.06
H -3.540 0.576 -1.901 0.04
C -0.799 3.305 -1.235 -0.20
H 0.282 3.351 -1.448 0.07
H -1.291 4.033 -1.875 0.06
H -1.008 3.583 -0.189 0.08
C 0.873 -0.516 -1.681 -0.01
O 1.768 -1.029 -2.188 0.09
H -1.194 0.962 -0.616 -0.11
H -2.817 -1.194 -0.490 -0.24
C 2.202 -4.445 1.623 -0.05
N 1.560 -3.577 2.581 0.03
C 0.885 -2.485 2.263 -0.59
N 0.369 -1.604 3.166 0.15
O 0.664 -2.262 1.002 -0.32
H 2.225 -4.054 0.588 0.10
H 1.700 -5.418 1.666 0.09
H 3.223 -4.570 1.997 0.09
H 1.607 -3.878 3.554 0.16
H -0.138 -0.804 2.844 0.01
H 0.141 -1.844 4.133 0.12
```

Output
Net charge = +1
Gap between HOMO and LUMO = 5.9 eV